Entry 1:
{"formula": "C25H47IN4O5S", "method": "ωB97M-V with the def2-TZVPD basis set", "smiles": "COCCCc1cc(CCCI)c2nsnc2c1.COCCNCCOC.COCCNCCOC", "charge": 0, "e_homo_ev": -8.10, "fmax_ha_per_bohr": 0.110, "molar_mass_da": 642.65, "species": ["C", "O", "C", "C", "C", "C", "C", "C", "C", "C", "C", "I", "C", "N", "S", "N", "C", "C", "H", "H", "H", "H", "H", "H", "H", "H", "H", "H", "H", "H", "H", "H", "H", "H", "H", "C", "O", "C", "C", "N", "C", "C", "O", "C", "H", "H", "H", "H", "H", "H", "H", "H", "H", "H", "H", "H", "H", "H", "H", "C", "O", "C", "C", "N", "C", "C", "O", "C", "H", "H", "H", "H", "H", "H", "H", "H", "H", "H", "H", "H", "H", "H", "H"], "positions_angstrom": [[-2.21994, 0.67536, 0.75778], [-2.30051, -0.75962, 1.12560], [-3.16325, -1.48793, 0.17888], [-2.67204, -3.08482, 0.19122], [-3.80484, -4.10254, 0.79938], [-3.59678, -4.51138, 2.37519], [-2.13296, -4.70667, 3.12384], [-2.14191, -5.11303, 4.73033], [-0.75252, -5.29892, 5.64102], [-0.87068, -4.21106, 6.86373], [0.51718, -3.40053, 7.20402], [-0.00893, -1.23167, 7.19620], [-3.55611, -5.35838, 5.58866], [-3.72616, -5.75985, 7.04847], [-5.43974, -5.85603, 7.38076], [-6.15466, -5.44175, 5.80893], [-5.01089, -5.18700, 4.85233], [-4.95711, -4.77654, 3.26603], [-2.61473, 1.28976, 1.69958], [-2.85130, 0.96473, -0.18486], [-1.07036, 0.92350, 0.55364], [-4.26819, -1.34433, 0.53700], [-3.08365, -1.07206, -0.93698], [-2.55571, -3.37138, -0.96186], [-1.61199, -3.21964, 0.67121], [-3.86818, -5.07967, 0.12470], [-4.84764, -3.52788, 0.73393], [-1.13437, -4.51763, 2.52648], [0.22638, -5.22673, 5.00364], [-0.81760, -6.41855, 6.04887], [-1.71303, -3.42707, 6.54597], [-1.27460, -4.76216, 7.82003], [1.41217, -3.63470, 6.48299], [0.76765, -3.62902, 8.34864], [-6.00806, -4.65551, 2.71432], [5.29772, 2.80459, -1.24405], [5.28415, 1.42649, -0.89814], [5.66095, 1.18552, 0.46439], [4.45810, 0.68156, 1.27587], [3.46963, 1.74514, 1.47785], [2.19081, 1.26798, 2.01057], [1.37273, 0.30359, 1.12793], [0.86335, 0.90286, -0.06455], [1.77522, 0.90820, -1.15493], [5.14076, 2.88526, -2.32447], [4.48949, 3.34030, -0.74185], [6.26129, 3.26270, -0.99968], [6.11432, 2.06864, 0.93369], [6.42239, 0.39674, 0.44210], [4.80532, 0.32040, 2.24878], [4.02381, -0.16225, 0.73021], [3.29282, 2.20673, 0.58852], [1.57807, 2.15878, 2.19335], [2.36514, 0.80135, 2.98675], [0.49106, 0.00693, 1.70832], [1.90799, -0.62585, 0.90531], [2.44440, 0.04267, -1.14847], [2.34713, 1.83773, -1.15939], [1.19225, 0.88388, -2.08247], [0.84861, 2.92455, -8.01724], [0.77110, 4.21294, -7.42307], [-0.57693, 4.66302, -7.23133], [-0.91848, 4.72197, -5.73493], [-1.02330, 3.37753, -5.15999], [-1.08537, 3.36559, -3.69614], [0.14698, 3.89041, -2.93180], [1.30766, 3.06984, -3.07359], [2.08214, 3.34336, -4.23369], [1.89772, 2.72342, -8.25676], [0.50418, 2.15443, -7.32391], [0.26830, 2.88265, -8.94435], [-1.30320, 4.04910, -7.78026], [-0.62742, 5.67878, -7.64138], [-1.86914, 5.24756, -5.60250], [-0.13244, 5.30211, -5.24101], [-0.21683, 2.82911, -5.44992], [-1.24588, 2.32208, -3.40002], [-1.97224, 3.92312, -3.37414], [-0.10270, 3.86559, -1.86445], [0.37355, 4.93771, -3.15931], [2.04384, 4.39673, -4.52684], [1.76181, 2.70218, -5.05673], [3.12418, 3.08691, -4.01194]], "forces_ev_per_angstrom": [[0.72, 0.82, 0.87], [-1.08, 0.89, -2.45], [0.45, -0.71, 0.20], [-0.59, 0.09, -1.29], [-0.24, 0.18, 0.52], [-1.72, -1.24, 4.09], [-3.36, -0.76, 3.58], [-0.70, 0.43, -2.41], [-1.58, -0.67, -0.35], [-0.50, 0.23, -0.33], [-0.64, -1.25, 1.18], [0.64, -1.07, -0.08], [-1.96, -0.29, 0.41], [-1.67, 1.40, -4.94], [2.48, 1.30, -4.88], [5.26, 0.32, -1.34], [1.61, -0.35, 1.60], [2.18, 0.25, -0.51], [0.83, -1.18, -2.12], [1.10, -0.72, 1.78], [-2.81, -0.40, 0.36], [1.83, -0.55, -0.74], [0.03, -0.78, 2.46], [-0.19, 0.51, 2.53], [-2.18, 0.51, -0.77], [0.17, 2.03, 1.63], [2.20, -1.48, 0.14], [-2.23, -0.50, 1.62], [-2.02, 0.15, 1.08], [0.24, 2.50, -0.77], [1.97, -1.79, 0.76], [0.90, 1.15, -1.89], [-1.87, 0.67, 1.49], [-0.16, 0.61, -2.79], [2.64, -0.24, 1.32], [-0.06, -0.31, -0.22], [0.19, 0.44, 0.34], [-0.31, -0.56, 0.05], [0.10, 0.60, -0.38], [0.10, -0.23, -0.08], [-0.06, 0.15, -0.36], [-0.31, 0.31, 0.43], [0.59, -0.45, 0.29], [-0.31, 0.06, -0.27], [0.02, -0.12, 0.18], [0.05, 0.20, 0.07], [-0.07, 0.05, 0.04], [-0.21, -0.01, -0.15], [-0.08, 0.07, 0.04], [-0.03, 0.03, 0.00], [0.16, -0.19, -0.02], [0.07, -0.14, 0.22], [-0.03, -0.18, -0.01], [0.02, -0.06, -0.09], [0.05, 0.03, -0.05], [0.11, 0.11, -0.16], [0.02, 0.05, 0.18], [0.14, -0.16, -0.14], [0.10, 0.03, 0.29], [0.31, 0.25, 0.06], [-0.47, -0.32, -0.18], [0.14, 0.41, 0.47], [0.23, -0.52, -0.44], [0.10, 0.24, 0.00], [0.33, -0.20, -0.12], [-0.33, -0.36, 0.33], [-0.24, 0.75, -0.37], [0.19, -0.32, 0.26], [-0.16, 0.13, 0.08], [-0.13, -0.16, -0.09], [-0.02, -0.07, 0.07], [0.21, -0.08, 0.14], [-0.03, -0.10, 0.06], [0.01, -0.05, 0.02], [0.00, 0.24, -0.08], [-0.23, 0.16, 0.04], [0.05, 0.15, 0.09], [0.10, 0.06, -0.03], [0.05, -0.07, -0.09], [0.09, -0.06, -0.19], [-0.11, -0.09, -0.03], [0.05, 0.17, -0.21], [-0.16, 0.04, 0.06]]}


Entry 2:
{"formula": "C25H48Cl3N4O4SiTm", "method": "ωB97M-V with the def2-TZVPD basis set", "charge": 0, "relative_energy_ev": 3.528, "e_homo_ev": -6.92, "multiplicity": 3, "fmax_ha_per_bohr": 0.063, "molar_mass_da": 772.06, "species": ["C", "C", "H", "H", "H", "C", "C", "H", "H", "H", "H", "Tm", "Cl", "Cl", "C", "O", "N", "C", "C", "H", "H", "H", "H", "H", "H", "H", "H", "H", "C", "C", "N", "H", "C", "O", "H", "H", "H", "H", "O", "C", "C", "C", "H", "C", "H", "C", "H", "C", "C", "H", "H", "H", "Si", "Cl", "C", "C", "C", "H", "H", "H", "H", "H", "H", "H", "H", "H", "C", "N", "C", "C", "O", "N", "C", "C", "H", "H", "H", "H", "H", "H", "H", "H", "H", "H", "H", "H"], "positions_angstrom": [[2.40049, -2.55706, -1.85464], [2.05766, -1.58277, -2.91185], [1.75610, -3.43726, -1.92034], [2.26593, -2.11845, -0.86138], [3.45576, -2.81493, -1.97944], [2.16500, -1.88403, -4.22995], [2.31193, -3.28451, -4.75859], [2.32160, -1.05639, -4.95158], [1.63144, -3.96627, -4.17812], [3.36648, -3.66188, -4.66060], [1.98606, -3.22512, -5.82735], [1.23037, 0.05114, 0.75032], [2.82366, -1.85872, 1.29344], [3.06087, 1.69839, 0.03640], [0.07636, 3.01739, 0.95158], [-0.18030, 1.79441, 0.74349], [-0.83859, 3.97730, 0.85017], [-2.23676, 3.62328, 0.69751], [-0.39079, 5.31169, 0.52977], [1.08596, 3.31580, 1.22860], [-2.60401, 3.06285, 1.55539], [-2.43122, 3.04481, -0.19826], [-2.81194, 4.53523, 0.61740], [0.36997, 5.59952, 1.25843], [-1.24131, 5.98400, 0.54965], [0.05527, 5.32010, -0.46684], [-0.40710, -5.01354, 3.28733], [-1.03600, -4.05962, -0.27301], [-1.35466, -4.54533, 2.97236], [-1.76930, -4.04888, 0.53818], [-1.10261, -3.72706, 1.79231], [-1.74527, -3.91378, 3.79251], [-0.31604, -2.65063, 1.85100], [-0.28588, -1.74773, 0.97569], [-2.56817, -3.33620, 0.30558], [0.38111, -2.64230, 2.69309], [-2.09380, -5.29591, 2.67356], [-2.19977, -5.03380, 0.67087], [0.95328, -0.26091, -1.24923], [1.64746, -0.19371, -2.44786], [0.33993, 0.19290, -4.69618], [1.17810, 0.69172, -3.68015], [-0.03456, -0.83628, -4.68756], [-0.02134, 0.95963, -5.80571], [2.55073, 0.35930, -2.13289], [1.79178, 1.93855, -3.89601], [-0.70927, 0.54077, -6.54013], [0.52891, 2.22413, -5.97714], [1.47402, 2.67776, -5.04607], [2.47636, 2.31201, -3.12390], [0.30323, 2.80353, -6.88047], [1.98194, 3.62796, -5.19863], [-1.90703, 0.06513, -2.51450], [-1.39572, -1.90276, -3.14362], [-3.03224, 0.50572, -3.91107], [-1.16918, 1.92288, -2.42558], [-2.33484, -0.18624, -0.70658], [-3.10869, 1.60014, -4.03018], [-3.93897, 0.02376, -3.51204], [-2.66226, 0.07583, -4.85997], [-1.99649, -1.09334, -0.14886], [-3.42231, -0.18242, -0.90094], [-2.09359, 0.71991, -0.11778], [-0.53622, 2.20616, -3.26711], [-0.66381, 2.28854, -1.52936], [-2.08661, 2.51075, -2.57600], [-1.53713, 0.90560, 3.67954], [-0.62267, 0.39963, 4.68770], [-1.17784, 0.32653, 6.01878], [0.62273, 0.07553, 4.27866], [0.88709, 0.17572, 3.04474], [1.57895, -0.33482, 5.13230], [1.48739, -0.31732, 6.56655], [2.85706, -0.63995, 4.56055], [-2.47070, 1.16295, 4.19174], [-1.74945, 0.15248, 2.90286], [-1.15463, 1.81432, 3.19235], [-1.11766, -0.68022, 6.44747], [-0.72830, 1.05642, 6.70482], [-2.23813, 0.58045, 5.93395], [2.45414, -0.61157, 6.96546], [1.26705, 0.67510, 6.97225], [0.74947, -1.03072, 6.94340], [2.76411, -1.39446, 3.78178], [3.32692, 0.23671, 4.11295], [3.50043, -1.01752, 5.34503]], "forces_ev_per_angstrom": [[-0.42, -0.03, 0.36], [-0.27, 0.46, -1.92], [0.21, -0.25, 0.06], [0.09, -0.43, -0.68], [-0.11, -0.37, 0.14], [0.90, 0.55, 0.94], [0.02, -0.07, 0.02], [-0.68, -0.78, 0.41], [0.67, 0.45, -0.68], [-0.90, 0.14, -0.31], [0.44, -0.61, 0.78], [0.49, -0.51, -0.49], [0.47, -0.25, 0.74], [0.03, 0.34, 0.44], [-0.53, -1.72, -0.44], [-0.26, 2.25, 1.03], [-0.02, -0.91, 0.14], [-0.34, -0.02, -0.24], [0.50, 0.21, 0.04], [0.21, 0.18, -0.27], [0.15, -0.08, 0.06], [0.14, -0.19, -0.18], [-0.10, 0.21, 0.08], [-0.11, 0.29, -0.12], [0.10, 0.15, 0.15], [-0.07, 0.19, 0.01], [-0.51, -0.07, 0.06], [-0.20, 0.09, 0.05], [0.51, 0.27, 0.13], [-0.16, 0.22, -0.03], [0.10, 0.65, -0.36], [0.07, -0.49, -0.33], [0.20, 0.70, -0.99], [-0.37, -1.46, 1.29], [0.16, -0.10, -0.04], [-0.12, 0.25, 0.25], [0.29, 0.11, 0.44], [-0.08, -0.13, -0.27], [-1.55, 0.08, -0.66], [1.86, 1.12, -0.49], [-0.24, 0.04, -0.27], [0.25, -0.77, 0.14], [0.32, 0.76, 0.24], [0.21, -0.01, 0.39], [0.28, -0.24, -0.52], [-0.63, -0.48, -0.01], [0.17, 0.12, 0.10], [0.51, 0.12, -0.02], [-0.01, 0.07, 0.25], [-0.18, -0.06, -0.45], [0.08, -0.12, 0.47], [-0.17, -0.09, -0.05], [2.54, 1.92, 0.65], [-0.09, 0.02, 0.57], [-0.52, -0.30, 0.05], [0.03, -0.51, -0.22], [-0.90, -0.01, -0.11], [-0.34, -0.69, 0.13], [-0.47, 0.28, -1.05], [-0.51, -0.06, 0.61], [-0.41, 0.77, -0.94], [-0.25, -0.28, 0.95], [-0.09, -0.51, -0.44], [-0.29, -0.11, 0.02], [-0.01, -0.47, -0.01], [-0.03, -0.05, 0.33], [-0.33, 0.21, -0.58], [-0.49, 0.21, -0.08], [-0.35, -0.03, 0.72], [0.33, 0.17, -1.03], [-0.26, 0.03, 1.09], [-0.64, 0.15, -0.02], [-0.07, 0.00, 0.88], [0.88, -0.32, -0.65], [0.22, -0.06, -0.35], [0.11, 0.32, 0.17], [-0.03, -0.36, 0.09], [-0.07, 0.31, -0.08], [-0.20, -0.28, -0.12], [0.28, -0.16, 0.18], [-0.05, 0.01, -0.01], [0.08, -0.15, -0.08], [0.27, 0.13, 0.04], [0.11, 0.08, -0.05], [0.01, 0.03, -0.04], [0.11, -0.07, 0.04]]}


Entry 3:
{"formula": "C25H48ClHfNO2P2S2", "method": "ωB97M-V with the def2-TZVPD basis set", "charge": 0, "e_homo_ev": -7.76, "fmax_ha_per_bohr": 0.060, "molar_mass_da": 734.69, "species": ["Hf", "Cl", "P", "C", "C", "C", "C", "H", "C", "H", "H", "H", "H", "H", "H", "H", "C", "C", "H", "H", "H", "H", "H", "H", "C", "H", "C", "H", "H", "H", "H", "H", "H", "H", "H", "P", "C", "C", "C", "C", "H", "C", "H", "H", "H", "H", "H", "H", "H", "C", "C", "H", "H", "H", "H", "H", "H", "C", "H", "C", "H", "H", "H", "H", "H", "H", "O", "S", "O", "N", "C", "S", "C", "C", "C", "C", "C", "C", "H", "H", "H", "H"], "positions_angstrom": [[-0.11025, 0.01916, 0.13206], [0.36860, 0.22069, -2.23074], [-0.38559, -2.72380, -0.23618], [0.67661, -3.52126, -1.53205], [-0.09282, -3.80418, 1.22985], [-2.11464, -3.04450, -0.79487], [2.06425, -2.87246, -1.55583], [0.14070, -3.26102, -2.46109], [0.79945, -5.04892, -1.43710], [1.36066, -5.35012, -0.54544], [1.36331, -5.38525, -2.31507], [-0.15690, -5.58433, -1.44109], [2.01476, -1.83631, -1.90109], [2.70219, -3.43930, -2.24650], [2.54080, -2.87753, -0.56891], [-2.14407, -2.43849, -1.71711], [-3.15848, -2.46492, 0.17554], [-2.41743, -4.50675, -1.16710], [-1.82762, -4.85356, -2.01922], [-3.47169, -4.59413, -1.45876], [-2.25614, -5.18060, -0.31590], [-2.73643, -1.91075, 1.02551], [-3.81508, -3.26470, 0.55909], [-3.78430, -1.73310, -0.35353], [1.31327, -3.53310, 1.78821], [-0.15071, -4.83727, 0.84639], [-1.14214, -3.63634, 2.33010], [2.12678, -3.88866, 1.14209], [1.42249, -4.04272, 2.75589], [1.45372, -2.46012, 1.97167], [-1.15627, -2.60050, 2.69541], [-0.85656, -4.29704, 3.15947], [-2.15030, -3.92637, 2.02217], [1.49117, -0.48216, 0.41884], [-1.77302, 0.05791, -0.35370], [0.37591, 2.72460, -0.14271], [-0.71602, 3.64148, -1.35105], [0.42453, 3.77152, 1.38371], [2.05799, 2.94450, -0.89549], [-2.10954, 3.01054, -1.42081], [-0.20433, 3.45907, -2.31161], [-0.80483, 5.15678, -1.13308], [-1.25768, 5.40114, -0.16691], [-1.45013, 5.56645, -1.91899], [0.16008, 5.67280, -1.20414], [-2.07175, 2.00100, -1.84177], [-2.74895, 3.62860, -2.06473], [-2.58456, 2.94192, -0.43389], [1.92504, 2.43932, -1.86626], [3.14332, 2.18014, -0.12200], [2.42852, 4.40990, -1.17059], [1.80233, 4.85885, -1.94813], [3.46220, 4.45648, -1.53295], [2.36688, 5.02683, -0.26622], [2.78366, 1.61593, 0.74737], [3.92859, 2.87248, 0.21698], [3.60965, 1.43128, -0.77765], [-0.96298, 3.76352, 2.04374], [0.67809, 4.78758, 1.04287], [1.49120, 3.29180, 2.37068], [-1.78279, 4.00278, 1.35734], [-0.97403, 4.51621, 2.84842], [-1.14934, 2.77108, 2.48272], [1.45222, 2.20267, 2.48012], [1.28674, 3.72643, 3.35524], [2.51438, 3.57748, 2.09504], [3.33285, 0.82743, 4.16305], [2.52875, -0.35468, 3.94992], [3.15813, -1.60964, 3.61969], [1.27400, -0.01320, 2.83452], [0.07433, -0.10687, 3.42084], [-1.32428, 0.20411, 2.47729], [0.07934, -0.46968, 4.83821], [-0.98534, -0.72425, 5.71238], [-0.70861, -1.10954, 7.02366], [0.61924, -1.22511, 7.46142], [1.68758, -0.98550, 6.58488], [1.39243, -0.61689, 5.27993], [-2.00736, -0.61176, 5.34632], [-1.52273, -1.31360, 7.71351], [0.82135, -1.49683, 8.49497], [2.73166, -1.05777, 6.89659]], "forces_ev_per_angstrom": [[0.42, 2.11, 0.88], [-0.08, 0.09, -0.32], [-0.26, -0.14, 0.29], [-0.23, 0.24, -0.05], [0.01, -0.28, -0.14], [0.18, -0.16, -0.42], [0.21, -0.02, -0.24], [0.24, -0.09, 0.11], [0.06, -0.07, -0.14], [-0.03, 0.05, -0.19], [-0.02, -0.03, 0.15], [0.36, 0.19, 0.09], [0.04, -0.21, 0.14], [-0.04, 0.13, 0.10], [-0.11, 0.02, -0.28], [-0.03, -0.20, 0.20], [-0.49, 0.28, 0.06], [-0.32, 0.18, -0.03], [-0.11, 0.10, 0.16], [0.12, 0.02, 0.09], [0.00, 0.09, -0.16], [-0.08, -0.28, -0.26], [0.27, 0.30, -0.05], [0.07, -0.28, 0.15], [-0.05, -0.09, 0.28], [0.00, 0.30, 0.25], [0.18, -0.15, 0.21], [-0.30, 0.15, 0.14], [0.00, 0.07, -0.19], [0.08, -0.29, -0.13], [-0.12, -0.28, -0.01], [-0.07, 0.20, -0.03], [0.19, 0.12, -0.01], [2.43, -1.91, -0.21], [-2.46, -0.93, -0.75], [0.51, 0.98, 0.15], [0.21, -0.21, -0.02], [-0.15, 0.19, -0.32], [-0.36, -0.15, -0.41], [-0.14, 0.01, -0.13], [-0.19, 0.02, 0.21], [-0.01, 0.10, -0.06], [0.04, 0.01, -0.18], [0.05, 0.01, 0.14], [-0.32, -0.19, 0.12], [0.01, 0.14, 0.13], [0.05, -0.14, 0.12], [0.07, 0.04, -0.19], [0.06, 0.20, 0.24], [0.47, -0.28, 0.01], [0.17, -0.10, -0.05], [0.12, -0.13, 0.17], [-0.12, -0.03, 0.08], [0.06, -0.08, -0.15], [0.04, 0.20, -0.19], [-0.22, -0.25, 0.00], [-0.04, 0.25, 0.16], [0.14, 0.12, 0.31], [-0.19, -0.20, 0.17], [0.02, 0.01, 0.14], [0.18, -0.09, 0.10], [-0.06, -0.27, -0.16], [-0.04, 0.46, -0.12], [0.10, 0.28, 0.06], [0.03, -0.02, -0.07], [-0.32, -0.10, -0.04], [-0.52, -0.77, -0.22], [-0.64, 0.22, -0.51], [-0.15, 0.74, 0.11], [-1.05, -0.14, 1.36], [1.94, 0.41, -1.58], [-0.24, -0.23, 0.10], [0.23, -0.44, 0.98], [0.13, 0.17, -0.44], [0.42, 0.11, -0.15], [0.02, 0.10, -0.31], [-0.06, 0.13, -0.05], [-0.34, -0.23, 0.91], [0.26, -0.07, 0.16], [0.13, 0.05, -0.12], [-0.02, 0.01, -0.21], [-0.38, -0.08, 0.04]]}


These records have HOMO-LUMO gap values of 6.76 6.83 7.11 eV, in the order they appear.